Version 1
DFT (ωB97M-V with the def2-TZVPD basis set) results for a cluster of 15 separate species, C30H90O15 in total.

Calculated values
Frontier orbital gap ... 9.80 eV
Highest occupied orbital energy ... -9.83 eV

Geometry as ORCA input:
```
! wB97M-V def2-TZVPD RIJCOSX def2/J DEFGRID3
* xyz 0 1
O -2.6942 -3.3478 5.4598
H -2.0245 -3.5876 4.8193
H -3.2212 -4.1400 5.5640
O -4.5631 3.5557 -4.3581
H -4.8994 2.7619 -3.9420
H -5.2357 4.2165 -4.1933
O -3.2818 0.9716 6.7080
H -2.9560 0.2058 6.2351
H -3.4667 1.6153 6.0242
O -0.4171 3.9706 -3.3056
H -1.2420 3.7888 -3.7558
H -0.5691 3.6895 -2.4033
O -5.9505 0.0867 -1.8070
H -6.2452 -0.4594 -1.0782
H -6.0259 -0.4783 -2.5760
C 4.1400 -0.8703 7.0914
C 4.6594 -2.1011 7.8464
C 4.4769 -1.8983 9.4187
O 3.6372 -3.0809 7.5873
H 4.8010 -0.0263 7.2885
H 3.0835 -0.6166 7.1789
H 4.2805 -1.0504 6.0256
H 5.6961 -2.3230 7.5932
H 3.4813 -1.5759 9.7237
H 5.1976 -1.1803 9.8100
H 4.6222 -2.8570 9.9166
H 2.8212 -2.8297 8.0263
C 1.5844 -5.2741 -4.5785
C 1.8734 -6.7215 -4.1629
C 1.1293 -7.7016 -5.1025
O 3.2383 -7.0826 -4.1512
H 1.8670 -5.0646 -5.6102
H 2.2766 -4.6378 -4.0270
H 0.5451 -4.9570 -4.6642
H 1.4436 -6.7641 -3.1621
H 1.5564 -7.6698 -6.1048
H 0.0706 -7.4950 -5.2595
H 1.2372 -8.7106 -4.7044
H 3.3591 -7.9632 -4.5138
C 3.5547 -5.1826 1.8799
C 2.2121 -5.9106 2.1468
C 2.4055 -7.4052 2.5291
O 1.6645 -5.3028 3.2692
H 4.0618 -5.4213 0.9451
H 4.2718 -5.3769 2.6774
H 3.3812 -4.1065 1.8714
H 1.5305 -5.8394 1.2992
H 3.1621 -7.6330 3.2799
H 2.7921 -7.9523 1.6693
H 1.4660 -7.8769 2.8170
H 2.2488 -5.2268 4.0271
C 10.0179 -0.3064 -0.3304
C 8.6414 -0.9258 -0.1012
C 7.7749 -0.0580 0.7943
O 7.9337 -0.9446 -1.3286
H 10.5160 0.0879 0.5553
H 9.9394 0.5632 -0.9828
H 10.5985 -1.0874 -0.8214
H 8.6774 -1.9387 0.2997
H 6.7681 -0.4754 0.7747
H 7.6911 0.9959 0.5290
H 8.1049 -0.0883 1.8327
H 8.1121 -0.1109 -1.7699
C -5.9366 -7.4483 -2.1763
C -5.6835 -6.0031 -2.6829
C -4.3437 -5.5796 -2.1658
O -5.7045 -6.0819 -4.0454
H -6.0789 -7.3520 -1.1000
H -5.2440 -8.2573 -2.4083
H -6.8815 -7.8258 -2.5671
H -6.4756 -5.3119 -2.3949
H -3.4660 -6.1405 -2.4870
H -4.3642 -5.5011 -1.0788
H -4.2117 -4.5630 -2.5360
H -5.5998 -6.9627 -4.4127
C -3.9729 5.9710 5.3675
C -3.9789 5.6494 3.8939
C -2.6994 6.1186 3.2161
O -3.9796 4.2559 3.6928
H -4.8886 5.6270 5.8484
H -4.0859 7.0423 5.5338
H -3.1084 5.6381 5.9420
H -4.8263 6.0096 3.3104
H -2.6061 7.1983 3.3323
H -2.4619 5.8851 2.1782
H -1.8369 5.7554 3.7749
H -3.8427 4.0748 2.7601
C 5.4290 5.6707 3.5572
C 5.0476 6.8380 2.5999
C 5.8832 8.1332 2.7506
O 5.2598 6.4357 1.2632
H 5.0800 5.7340 4.5879
H 6.5184 5.6458 3.5329
H 5.0283 4.7128 3.2256
H 4.0030 7.1341 2.6955
H 5.9837 8.5144 3.7668
H 5.4655 8.8755 2.0705
H 6.9071 8.0757 2.3813
H 6.1927 6.3843 1.0429
C -9.6012 4.3567 -2.3033
C -8.8895 5.6764 -2.2177
C -7.9378 5.6482 -0.9867
O -8.0818 5.8715 -3.3338
H -8.9546 3.4817 -2.2377
H -10.2953 4.2594 -3.1381
H -10.2410 4.0906 -1.4619
H -9.6460 6.4611 -2.2217
H -8.4633 5.9521 -0.0814
H -7.0781 6.3002 -1.1408
H -7.4667 4.6815 -0.8090
H -7.7329 6.7603 -3.2336
C -0.2354 -0.1858 -0.9187
C -0.9059 0.5485 0.2576
C 0.0922 1.3108 1.1074
O -1.8822 1.4476 -0.2082
H 0.5260 0.4318 -1.3950
H -0.9217 -0.4411 -1.7262
H 0.2361 -1.1001 -0.5584
H -1.3439 -0.2396 0.8701
H 0.9970 0.7121 1.2126
H -0.2779 1.5018 2.1146
H 0.4883 2.2565 0.7374
H -2.6252 0.8971 -0.4661
C -0.7426 0.7317 -8.0602
C -0.4478 2.1274 -8.7255
C 0.1378 2.0073 -10.1314
O -1.6626 2.8599 -8.7446
H -1.2025 0.6739 -7.0736
H 0.1812 0.1728 -7.9101
H -1.3545 0.0996 -8.7037
H 0.2588 2.6682 -8.0960
H 1.1030 1.5007 -10.1318
H 0.3702 3.0156 -10.4741
H -0.5031 1.4616 -10.8238
H -2.2301 2.7748 -7.9750
*
```



Version 2
DFT (ωB97M-V with the def2-TZVPD basis set) results for a cluster of 15 separate species, C30H90O15 in total.

Calculated values
Frontier orbital gap ... 9.85 eV
Highest occupied orbital energy ... -9.62 eV

Geometry as ORCA input:
```
! wB97M-V def2-TZVPD RIJCOSX def2/J DEFGRID3
* xyz 0 1
C 2.7064 -0.9377 5.5266
C 3.3916 -1.2143 4.2057
O 2.6748 -0.6211 3.0535
H 3.3007 -1.3879 6.3796
H 1.7165 -1.4675 5.5286
H 2.5565 0.1137 5.7673
H 3.3350 -2.2854 4.0602
H 4.4853 -0.9134 4.2437
H 3.0530 0.2599 2.8972
C -3.1694 4.1185 -2.6458
C -1.7132 3.7977 -2.1957
O -1.0542 4.8553 -1.5187
H -3.5956 3.3572 -3.3731
H -3.1380 5.0194 -3.3148
H -3.8155 4.3163 -1.8344
H -1.1507 3.5477 -3.1005
H -1.7306 2.9191 -1.5126
H -0.8496 5.5775 -2.1108
C 0.7930 -4.0045 -2.8284
C 0.6438 -5.0808 -3.8693
O -0.7189 -5.5061 -3.7741
H 1.7737 -3.5236 -2.8774
H 0.6736 -4.4244 -1.7988
H 0.0739 -3.2588 -3.0451
H 1.3669 -5.8992 -3.7908
H 0.8519 -4.6772 -4.8248
H -0.9015 -5.9672 -4.6236
C -3.4734 -1.7122 2.8148
C -3.2699 -2.2462 4.1794
O -1.8954 -2.3217 4.5380
H -3.0217 -0.7341 2.8195
H -4.5377 -1.6188 2.5806
H -3.0734 -2.3065 2.0345
H -3.7338 -3.1795 4.3593
H -3.6950 -1.5778 4.9536
H -1.4334 -2.1738 3.6830
C -5.2830 1.4850 0.6719
C -4.6894 0.5443 -0.3276
O -3.7618 1.2549 -1.2310
H -6.0672 0.9459 1.2725
H -5.7024 2.2828 0.1121
H -4.4766 1.8931 1.3322
H -5.5045 0.1804 -0.9880
H -4.2831 -0.3567 0.0936
H -3.1369 0.5444 -1.5535
C -0.7070 1.6114 5.3397
C -1.5368 1.1362 6.5166
O -2.4257 0.0263 6.1482
H 0.0693 0.9314 4.8967
H -0.2415 2.5979 5.6368
H -1.3697 1.9059 4.4420
H -2.1709 1.9348 6.8653
H -0.8795 0.7806 7.2769
H -1.9400 -0.6068 5.6054
C -3.5191 -3.1280 -1.5416
C -3.6974 -3.0024 -3.0440
O -2.6099 -3.4461 -3.8332
H -3.5743 -4.1808 -1.2540
H -4.3142 -2.6077 -1.0205
H -2.5845 -2.6874 -1.1983
H -3.9107 -1.9504 -3.3248
H -4.6025 -3.5216 -3.3412
H -2.4001 -4.3818 -3.7070
C -2.3423 3.6225 1.6303
C -0.9372 4.2198 1.7606
O 0.0513 3.7090 0.8775
H -2.4458 2.6703 2.0938
H -2.7162 3.4837 0.6213
H -3.0547 4.3280 2.0742
H -0.6243 4.0357 2.7561
H -1.1182 5.2986 1.6360
H -0.1451 4.0296 -0.0223
C -0.5314 -4.0026 1.4545
C 0.8352 -3.3489 1.8322
O 0.6555 -2.5602 3.0312
H -0.3011 -4.6263 0.4911
H -1.2634 -3.2469 1.2781
H -0.8303 -4.6592 2.3103
H 1.1575 -2.7076 1.0366
H 1.6932 -4.0165 1.8964
H 1.1569 -1.7177 2.9051
C 3.8955 -3.1250 -0.1397
C 4.7702 -3.1045 -1.3768
O 5.0590 -1.7357 -1.5752
H 4.5386 -2.9498 0.6859
H 3.3825 -4.0692 -0.0013
H 3.1356 -2.3245 -0.2327
H 4.2264 -3.4998 -2.2449
H 5.6163 -3.7659 -1.2038
H 5.9497 -1.5978 -1.2620
C 5.6010 1.4347 -0.3468
C 4.3392 0.9228 0.3587
O 4.0842 1.6204 1.6203
H 5.6984 2.5128 -0.5009
H 5.6457 0.9732 -1.3349
H 6.4435 1.1213 0.2687
H 4.5061 -0.1292 0.5637
H 3.4460 0.9749 -0.3662
H 3.4876 2.3953 1.5785
C 2.5670 1.5920 -3.3370
C 2.6429 0.1149 -3.6445
O 2.7476 -0.6538 -2.4413
H 2.0417 2.0708 -4.1250
H 3.5954 2.0150 -3.4137
H 2.0042 1.8089 -2.4393
H 3.4782 -0.1269 -4.3726
H 1.7306 -0.2322 -4.1213
H 3.6402 -0.6806 -1.9530
C 2.7809 4.4332 -0.9061
C 2.0645 5.7923 -0.9041
O 2.9300 6.8326 -1.3916
H 2.8140 4.0572 -1.9184
H 2.2359 3.7696 -0.2156
H 3.8703 4.4348 -0.6273
H 1.8128 6.1963 0.0484
H 1.1335 5.8365 -1.5028
H 3.6168 6.4104 -1.8523
C -0.8358 -0.1540 0.8755
C 0.4747 -0.0009 0.1670
O 0.4116 -0.8515 -1.0014
H -1.7031 0.4085 0.4338
H -0.7029 0.4339 1.8499
H -1.0738 -1.1746 1.1277
H 1.2826 -0.3223 0.8362
H 0.6718 1.0052 -0.1543
H 1.2562 -0.7388 -1.4503
C -2.8583 0.1327 -4.8292
C -1.5286 -0.3239 -4.2156
O -1.8128 -0.4922 -2.8074
H -3.0923 1.1839 -4.5329
H -3.6713 -0.5495 -4.4978
H -2.8985 0.0418 -5.9109
H -0.6851 0.4347 -4.3786
H -1.1051 -1.2349 -4.6894
H -1.0074 -0.6626 -2.2901
*
```



In terms of stability, version 1 leads; the second structure lies 0.0051 hartree higher.



Version 1
DFT (ωB97M-V with the def2-TZVPD basis set) results for a structure of composition C3H4ClNS.

Calculated values
Frontier orbital gap ... 9.30 eV
Highest occupied orbital energy ... -8.74 eV

Geometry as ORCA input:
```
! wB97M-V def2-TZVPD RIJCOSX def2/J DEFGRID3
* xyz 0 1
C -0.6373 -0.2142 0.2155
C 0.0184 1.1304 0.0316
C 0.5054 -1.2127 0.0531
H -1.0852 -0.3120 1.1540
H 0.2949 1.5067 1.0321
H -0.6185 1.8178 -0.4029
H 0.5364 -2.1340 0.5715
N 1.5076 -0.8537 -0.6418
S 1.4344 0.7055 -1.0253
Cl -1.9560 -0.4338 -0.9878
*
```



Version 2
DFT (ωB97M-V with the def2-TZVPD basis set) results for a structure of composition C3H4ClNS.

Calculated values
Frontier orbital gap (spin up / spin down) ... 8.02 / 8.02 eV
Highest occupied orbital energy (spin up / spin down) ... -9.64 / -9.64 eV

Geometry as ORCA input:
```
! wB97M-V def2-TZVPD RIJCOSX def2/J DEFGRID3
* xyz 0 1
C 1.0862 -2.8117 0.1171
C -0.9164 0.4131 -1.5124
C -0.6578 -0.3718 -0.1999
N 1.6788 -3.1280 1.0533
S 0.2433 -2.3724 -1.2156
Cl -2.1386 -0.8878 0.5389
H -0.7380 -0.2643 -2.2730
H -0.2206 1.2347 -1.6618
H -1.9349 0.7679 -1.6190
H -0.1158 0.1097 0.6227
*
```



Version 3
DFT (ωB97M-V with the def2-TZVPD basis set) results for a cluster of 2 separate species, C3H4ClNS in total.

Calculated values
Frontier orbital gap (spin up / spin down) ... 5.70 / 5.70 eV
Highest occupied orbital energy (spin up / spin down) ... -8.96 / -8.96 eV

Geometry as ORCA input:
```
! wB97M-V def2-TZVPD RIJCOSX def2/J DEFGRID3
* xyz 0 1
C -1.2683 1.3624 -1.6712
C 0.9005 -0.3019 1.2154
C -0.4598 0.6980 -0.7848
N -2.1079 1.7883 -2.3276
S -0.1964 0.9605 0.8053
Cl -0.3920 -2.6465 -0.1270
H 0.4660 -1.4180 0.8980
H 0.9369 -0.1372 2.2822
H 2.0180 -0.1035 0.9099
H 0.1030 -0.2021 -1.2001
*
```



In terms of stability, version 1 leads; the second structure lies 0.0525 hartree higher.



Version 1
DFT (ωB97M-V with the def2-TZVPD basis set) results for an isolated molecule of C3H4ClNS.

Calculated values
SMILES string ... NC(=S)/C=C/Cl
Frontier orbital gap ... 8.40 eV
Highest occupied orbital energy ... -8.56 eV

Geometry as ORCA input:
```
! wB97M-V def2-TZVPD RIJCOSX def2/J DEFGRID3
* xyz 0 1
N 0.5575 -1.6152 0.1357
C 0.5048 -0.4371 -0.4838
S 1.0596 -0.1637 -2.0413
C -0.3415 0.3217 0.3471
C -0.5060 1.5900 0.0195
Cl -1.5996 2.6192 0.9119
H 0.9405 -2.4339 -0.2494
H 0.1841 -1.7013 1.0317
H -0.8942 -0.2160 1.0667
H 0.0947 2.0363 -0.7382
*
```



Version 2
DFT (ωB97M-V with the def2-TZVPD basis set) results for an isolated molecule of C3H4ClNS.

Calculated values
SMILES string ... Cl/C=C/N1CS1
Frontier orbital gap ... 7.61 eV
Highest occupied orbital energy ... -8.22 eV

Geometry as ORCA input:
```
! wB97M-V def2-TZVPD RIJCOSX def2/J DEFGRID3
* xyz 0 1
Cl -3.3483 -0.4643 -0.0618
C -1.8147 0.1695 0.0546
C -0.7181 -0.6567 0.0183
N 0.7200 -0.4645 -0.2872
C 1.6310 0.5480 0.0332
S 2.5397 -1.0881 0.0190
H -1.6608 1.1642 0.1474
H -0.9115 -1.6559 0.0378
H 1.8502 1.2478 -0.8818
H 1.7125 1.2001 0.9204
*
```



In terms of stability, version 1 leads; the second structure lies 0.1142 hartree higher.



Version 1
DFT (ωB97M-V with the def2-TZVPD basis set) results for a cluster of 2 separate species, C3H6P2 in total.

Calculated values
SMILES string ... C=[PH]=C.C#P
Frontier orbital gap ... 7.54 eV
Highest occupied orbital energy ... -7.46 eV

Geometry as ORCA input:
```
! wB97M-V def2-TZVPD RIJCOSX def2/J DEFGRID3
* xyz 0 1
C 0.7355 0.6878 1.5746
P 0.7483 0.9518 -0.0906
C -0.5559 1.4464 -1.0605
H 1.5486 0.2525 2.0101
H -0.0681 1.0842 2.3179
H 1.8094 0.1797 -0.7063
H -1.2958 1.9840 -0.3510
H -0.5449 1.6923 -2.1178
C -0.9207 -2.6023 -0.4063
P 0.5259 -3.0149 -0.8768
H -1.9824 -2.6615 -0.2931
*
```



Version 2
DFT (ωB97M-V with the def2-TZVPD basis set) results for a cluster of 2 separate species, C3H6P2 in total.

Calculated values
SMILES string ... CC#P.C=P
Frontier orbital gap ... 9.49 eV
Highest occupied orbital energy ... -9.35 eV

Geometry as ORCA input:
```
! wB97M-V def2-TZVPD RIJCOSX def2/J DEFGRID3
* xyz 0 1
C -0.8507 0.6245 -2.0148
C 0.5206 0.9916 -1.5987
P 1.9210 1.4526 -1.0388
H -1.5119 1.3488 -1.4881
H -0.9638 -0.4340 -1.7522
H -0.7539 0.8952 -3.0412
C 0.0132 -0.6951 1.7835
P 1.4135 -1.4356 2.3297
H -0.8619 -0.6985 2.3377
H -0.1444 -0.4993 0.6984
H 1.2183 -1.5503 3.7846
*
```



In terms of stability, version 2 leads; the second structure lies 0.0721 hartree higher.